Version A
20
Properties=species:S:1:pos:R:3 method="wB97M-V/def2-TZVPD" molar_mass_g_mol=114.17 smiles=CN1CCC[C@H]1C[O-] total_charge=-1 lumo_energy_ev=3.916
C -1.7392 0.3813 1.0422
N -0.8614 -0.1801 0.0272
C -0.4366 -1.5381 0.4230
C 1.0548 -1.6359 0.0827
C 1.4428 -0.2583 -0.5598
C 0.3364 0.6603 -0.1452
C 0.0871 1.8307 -1.1935
O 1.1684 2.1927 -1.8671
H -2.2164 1.2761 0.6430
H -1.1597 0.7014 1.9217
H -2.5190 -0.3306 1.3352
H -0.5275 -1.6804 1.5016
H -1.0442 -2.2000 -0.1970
H 1.2899 -2.4258 -0.6380
H 1.6907 -1.8226 0.9473
H 2.3929 0.0136 -0.1105
H 1.6221 -0.3682 -1.6190
H 0.6055 1.2399 0.7528
H -0.3757 2.6434 -0.5534
H -0.8111 1.5006 -1.7931

=====

Version B
20
Properties=species:S:1:pos:R:3 method="wB97M-V/def2-TZVPD" molar_mass_g_mol=114.17 total_charge=-1 lumo_energy_ev=1.780
C 2.9624 -0.6191 -0.7469
O 3.5510 -1.4789 0.0744
C 1.5211 0.0844 -0.3779
C 0.1534 -0.5406 -0.0321
C -0.9801 0.2275 0.3363
C -2.2779 -0.4658 0.9079
N -2.6380 -1.8063 0.6571
C -0.8965 1.6465 0.3590
H 3.6827 0.4059 -0.9505
H 2.6410 -1.0462 -1.7551
H 1.4821 0.8127 -1.4923
H 1.6076 0.9885 0.3384
H 0.1728 -1.2364 0.8954
H -0.2629 -1.1382 -0.8430
H -1.9866 -1.0798 1.6879
H -1.8486 -2.3478 0.5872
H -3.0033 0.2903 0.9363
H -1.0313 2.0053 -1.0064
H -0.5526 2.6576 1.0889
H -2.2963 2.6403 -0.6645

=====

Most stable: version A